(1)
Entry from the Open Molecules 2025 dataset: a 2-piece molecular cluster, C3H8O2 overall in a non-equilibrium geometry (ωB97M-V/def2-TZVPD).

Summary:
gap between HOMO and LUMO: 10.895 eV
charge: 0
relative energy (zero: lowest compared OMol25 entry of this formula, charge and spin): 37.6 kcal/mol

Bonds (Å) are listed after each position.
Positions of all 13 atoms, in Å:
1 O 2.226 -0.750 0.154  C2 1.198
2 C 2.257 0.441 0.024  O1 1.198, H3 1.104, H4 1.098
3 H 3.127 1.050 0.323  C2 1.104
4 H 1.446 0.987 -0.476  C2 1.098
5 C -0.936 -0.173 0.654  O6 1.436, C7 1.530, H8 1.090, H9 1.089
6 O -0.672 1.239 0.617  C5 1.436, H10 0.969
7 C -1.017 -0.778 -0.750  C5 1.530, H11 1.087, H12 1.086, H13 1.096
8 H -0.020 -0.559 1.101  C5 1.090
9 H -1.758 -0.444 1.315  C5 1.089
10 H -1.485 1.665 0.310  O6 0.969
11 H -0.266 -0.293 -1.367  C7 1.087
12 H -0.904 -1.858 -0.736  C7 1.086
13 H -1.998 -0.527 -1.169  C7 1.096

(2)
Entry from the Open Molecules 2025 dataset: a 2-piece molecular cluster, C3H8O2 overall in a non-equilibrium geometry (ωB97M-V/def2-TZVPD).

Summary:
gap between HOMO and LUMO: 10.778 eV
charge: 0
relative energy (zero: lowest compared OMol25 entry of this formula, charge and spin): 27.5 kcal/mol

Bonds (Å) are listed after each position.
Positions of all 13 atoms, in Å:
1 O -0.480 -0.129 0.652  C2 1.211
2 C -0.324 0.885 0.010  O1 1.211, C3 1.508, H5 1.086
3 C -1.466 1.871 0.016  C2 1.508, C4 1.539, H6 1.119, H7 1.093
4 C -2.863 1.252 -0.168  C3 1.539, H8 1.098, H9 1.090, H10 1.097
5 H 0.448 0.961 -0.750  C2 1.086
6 H -1.367 2.312 1.040  C3 1.119
7 H -1.338 2.691 -0.694  C3 1.093
8 H -2.840 0.863 -1.194  C4 1.098
9 H -3.181 0.544 0.598  C4 1.090
10 H -3.635 2.029 -0.103  C4 1.097
11 H 5.763 -3.849 0.690  O13 0.955
12 H 5.290 -4.748 -0.379  O13 0.967
13 O 5.994 -4.681 0.281  H11 0.955, H12 0.967